Entry from the Open Molecules 2025 dataset: a 12-piece molecular cluster, F6H22O11P overall at a distorted geometry (the ωB97M-V functional and the def2-TZVPD basis).

energy	-1781.4008	Eh
relative energy (zero: lowest compared OMol25 entry of this formula, charge and spin)	28.7	kcal/mol
HOMO level (alpha / beta)	-11.52 / -10.84	eV
HOMO-LUMO gap (alpha / beta)	0.422 / 0.076	Eh
2S+1	2
LUMO level (alpha / beta)	-0.04 / -8.77	eV

Atoms and positions in Å:
1 P 0.28649 0.14287 -0.41974
2 F 0.59322 -0.80719 0.90573
3 F 1.40721 1.08143 0.26947
4 F 1.41962 -0.58242 -1.32572
5 F -0.70878 1.04243 0.52643
6 F 0.02446 1.12156 -1.67885
7 F -0.88611 -0.87762 -0.79668
8 O 1.66160 2.34723 -3.75758
9 O -0.93240 1.07872 3.36077
10 O 3.61658 -0.17675 0.65990
11 O 0.40960 3.37179 1.53741
12 O -0.56570 -3.21788 1.95204
13 O -3.19884 -0.13827 0.92706
14 O -1.80654 3.32577 -2.28268
15 O 1.75486 -1.75299 3.51915
16 O -3.98139 -2.48326 -0.83253
17 O -2.83858 -0.75132 -2.91961
18 O 4.57807 -2.05024 -1.97502
19 H 3.77023 -1.54629 -1.87674
20 H -0.05593 1.27976 3.68883
21 H 3.73682 -0.55476 1.53104
22 H -1.22644 3.93116 -1.82091
23 H 2.03530 -2.63418 3.27199
24 H -4.89578 -2.24830 -0.67474
25 H -0.59625 -2.29182 1.71180
26 H 0.93378 3.17160 2.31290
27 H -1.92773 -1.03550 -2.84318
28 H 2.29730 2.78181 -3.18904
29 H 1.03523 -1.55337 2.92038
30 H -3.23788 -0.99850 -2.08554
31 H -3.48976 -1.98738 -0.17784
32 H -0.63452 -3.68431 1.11901
33 H -0.91165 1.34538 2.44169
34 H 1.26611 1.67353 -3.20446
35 H -1.38424 2.47168 -2.19093
36 H 5.26222 -1.47669 -1.62975
37 H -3.37396 0.77738 0.70992
38 H 2.69518 -0.33522 0.45461
39 H -2.28723 -0.27585 0.66958
40 H 0.15583 2.51600 1.19181